Molecular formula: C15H33N4O18S3
Method: DFT, ωB97M-V with the def2-TZVPD basis set

Positions of all 73 atoms, in Å:
N: -0.75482 0.05893 -0.50218
O: -0.22990 -1.07193 -0.25694
O: -1.10196 0.32499 -1.61792
O: -0.80675 0.82938 0.46977
C: -1.70018 -1.81585 0.80175
C: -2.35516 -0.58207 1.31592
O: -2.21931 -0.65170 2.71528
S: -2.49809 -2.23720 3.27133
O: -3.94715 -2.28968 3.38683
O: -1.64613 -2.62465 4.37805
O: -1.95544 -2.81548 1.76284
H: -0.63210 -1.60085 0.83460
H: -1.82542 -2.33668 -0.14755
H: -3.43657 -0.63825 1.19147
H: -1.97316 0.39042 1.00536
C: 1.40126 1.43363 3.03669
C: 0.36021 0.95247 2.03705
O: -0.35327 -0.16729 2.60161
S: -0.07552 -0.38392 4.16003
O: 0.08203 -1.78371 4.59950
O: -1.02410 0.46599 4.89530
O: 1.44357 0.40767 4.09176
H: 1.01816 2.31370 3.55324
H: 2.35095 1.73235 2.59289
H: 0.85309 0.60327 1.12972
H: -0.37098 1.64236 1.61572
C: 1.34728 -0.11952 -1.65220
C: 1.57783 -1.60810 -1.81791
O: 2.60678 -1.67717 -2.81749
S: 3.81141 -0.61994 -2.44024
O: 4.43361 -0.15092 -3.75407
O: 4.62948 -1.04073 -1.30942
O: 2.63283 0.47850 -1.86615
H: 0.79662 0.11246 -0.74058
H: 0.66907 0.17698 -2.45233
H: 0.75466 -2.20181 -2.21539
H: 1.91468 -2.01721 -0.86541
C: 3.40504 -4.25037 0.62285
C: 1.99658 -3.82221 0.64429
O: 1.09345 -4.54770 0.23376
N: 1.90873 -2.52909 1.09555
C: 0.68839 -1.75157 1.38212
H: 3.71376 -3.93624 -0.37420
H: 3.43873 -5.32906 0.77584
H: 3.90618 -3.73621 1.44297
H: 2.74615 -2.15542 1.51887
H: 0.02284 -1.78807 0.51969
H: 0.92338 -0.72028 1.64544
H: 0.19498 -2.14793 2.26956
C: -1.27038 4.09170 -0.18034
C: -2.27323 3.33162 -0.85935
O: -2.93602 3.71906 -1.78956
N: -2.33077 2.03940 -0.52811
C: -3.34282 1.16891 -1.24243
H: -1.75762 4.83213 0.45404
H: -0.68546 4.42601 -1.03720
H: -0.64454 3.62998 0.58338
H: -1.86301 1.50077 0.18685
H: -3.14720 0.10711 -1.09272
H: -3.27235 1.33973 -2.31665
H: -4.38646 1.33133 -0.97314
C: -0.98686 1.05124 -4.15357
C: -0.02731 2.00811 -3.59066
O: 0.52465 2.78420 -4.37365
N: 0.08456 1.98344 -2.25344
C: 0.94976 2.80533 -1.45889
H: -2.00060 1.45013 -4.18977
H: -0.93564 0.24585 -3.42089
H: -0.71018 0.81193 -5.18036
H: -0.59117 1.47470 -1.70149
H: 1.98307 2.47149 -1.55341
H: 0.79899 2.75842 -0.38039
H: 1.00488 3.86317 -1.71591

## Properties
- Energy relative to the best compared isomer or geometry (same formula, charge and spin): 2573.6 kJ/mol
- Max |F|: 17.46 eV/Å
- 2S+1: 1
- E_LUMO: 1.3 eV
- HOMO-LUMO gap: 0.272 Eh
- Calculated total energy: -91380.333 eV
- Charge: -1

***

Molecular formula: C30H58F6N2O26P5
Method: DFT, ωB97M-V with the def2-TZVPD basis set

Positions of all 127 atoms, in Å:
P: 0.56205 0.85967 0.61419
F: 0.44716 1.18218 2.18002
F: 0.86875 2.39156 0.26495
F: 2.15668 0.53128 0.84367
F: 0.80812 0.44526 -0.90485
F: 0.25271 -0.76201 0.91091
F: -1.03598 1.11103 0.41956
C: -4.09905 3.49881 0.95561
C: -3.51019 4.18146 -0.03677
C: -2.11177 4.74952 0.05271
O: -1.58189 5.39846 -0.81874
C: -1.42396 4.40959 1.31037
C: -2.02198 3.65186 2.24557
C: -3.45901 3.27362 2.23244
O: -4.09366 2.83030 3.17234
O: -1.32487 3.25414 3.30228
O: -4.00720 4.23330 -1.28997
H: -5.07896 3.08565 0.75270
H: -0.36802 4.56528 1.45528
H: -1.77704 2.61652 3.88663
H: -3.35260 4.67157 -1.85669
C: -2.79768 -2.04022 0.22749
C: -2.05518 -3.08372 -0.16629
C: -2.62739 -4.39061 -0.71636
O: -1.97493 -5.37921 -0.94448
C: -4.07291 -4.35679 -0.75757
C: -4.85088 -3.29890 -0.45667
C: -4.23175 -2.05500 0.07927
O: -4.93991 -1.13849 0.47419
O: -6.15400 -3.29124 -0.70664
O: -0.71613 -3.06377 -0.11670
H: -2.33726 -1.13529 0.60457
H: -4.62386 -5.26948 -0.96414
H: -6.52651 -2.43238 -0.44856
H: -0.42835 -2.20229 0.24292
C: 6.18741 -1.60467 -1.63901
O: 6.62193 -0.49296 -1.42344
N: 4.94599 -1.90847 -2.08748
C: 4.59586 -3.26291 -2.40666
C: 3.92636 -0.86198 -2.16224
H: 6.78050 -2.49975 -1.38566
H: 3.63969 -3.51889 -1.93973
H: 5.25851 -4.05353 -2.05016
H: 4.57293 -3.35071 -3.49886
H: 3.47475 -0.85527 -3.15642
H: 3.21417 -0.95065 -1.34519
H: 4.39577 0.11898 -2.13404
C: 2.64552 -5.85994 2.97625
O: 3.47890 -6.62744 3.43513
N: 2.83961 -4.88228 2.09707
C: 4.20084 -4.61933 1.58831
C: 1.76925 -4.06501 1.54709
H: 1.62393 -5.84719 3.39777
H: 4.26205 -5.06737 0.59804
H: 4.90044 -4.91131 2.36558
H: 4.27189 -3.53076 1.53852
H: 2.07169 -3.05269 1.28574
H: 1.47472 -4.51535 0.59379
H: 0.94634 -4.10020 2.25798
C: 4.19348 1.87404 4.42140
O: 5.10395 2.91953 4.01124
P: 4.47662 4.30590 3.49027
O: 5.41638 5.32721 3.00563
O: 3.41046 3.83676 2.38226
C: 1.98580 3.93092 2.59315
O: 3.55036 4.76487 4.71113
C: 4.10117 5.09457 5.97512
H: 3.27450 1.91263 3.84516
H: 4.05907 1.95342 5.50138
H: 4.76842 0.96285 4.26475
H: 1.69070 4.04507 3.63480
H: 1.60049 2.98316 2.23775
H: 1.53968 4.79780 2.10807
H: 5.16058 5.30453 5.84700
H: 3.91962 4.33912 6.74133
H: 3.63613 5.96956 6.43282
C: -2.15727 -1.07708 -6.55645
O: -3.25280 -0.58145 -5.83201
P: -3.44248 -0.75158 -4.24435
O: -4.82533 -0.71454 -3.74996
O: -2.78412 -2.18813 -3.86120
C: -3.50305 -3.36644 -4.14948
O: -2.44039 0.28861 -3.60060
C: -2.58772 0.79141 -2.29925
H: -1.63515 -0.27307 -7.07626
H: -2.42258 -1.70477 -7.41855
H: -1.47098 -1.70383 -5.98630
H: -2.89890 -4.03740 -4.76740
H: -4.43658 -3.12841 -4.66572
H: -3.76436 -3.93757 -3.25810
H: -1.96337 0.30300 -1.55338
H: -3.58472 0.95391 -1.87802
H: -2.26791 1.84119 -2.29755
C: -0.82138 -1.15648 4.11365
O: -0.86101 -0.85708 5.52947
P: -2.08492 0.08862 5.88779
O: -2.07967 1.34653 5.12540
O: -3.37147 -0.82899 5.57198
C: -4.52418 -0.22697 5.00599
O: -1.99588 0.19419 7.47392
C: -2.89323 1.15308 8.06954
H: -1.45916 -0.56379 3.46678
H: -0.98492 -2.22455 3.94568
H: 0.22071 -1.04845 3.80867
H: -5.46092 -0.47583 5.50851
H: -4.67005 -0.53478 3.96864
H: -4.48196 0.86363 4.98394
H: -3.76797 0.56702 8.35462
H: -3.20002 1.99095 7.44511
H: -2.41710 1.56118 8.95709
C: 1.31836 2.20216 -8.71008
O: 1.95854 2.10809 -7.43540
P: 0.93318 1.58104 -6.28951
O: -0.32466 2.33055 -6.20062
O: 0.80150 0.01747 -6.58466
C: 1.73697 -0.86659 -7.11323
O: 1.83369 1.55439 -4.98286
C: 1.23977 1.54303 -3.69929
H: 0.90160 3.20197 -8.80154
H: 0.55071 1.44837 -8.91443
H: 2.03807 1.97335 -9.49859
H: 2.56042 -1.04485 -6.40531
H: 2.38122 -0.48895 -7.91988
H: 1.32145 -1.82093 -7.42133
H: 0.25772 1.11770 -3.51081
H: 1.30942 2.50118 -3.17026
H: 1.97388 1.03599 -3.06327

## Properties
- Energy relative to the best compared isomer or geometry (same formula, charge and spin): 0.0 kJ/mol
- Max |F|: 3.07 eV/Å
- 2S+1: 1
- E_LUMO: 0.5 eV
- HOMO-LUMO gap: 0.280 Eh
- Calculated total energy: -151031.030 eV
- Charge: -1

***

Molecular formula: C18H30CdCl2N7O3
Method: DFT, ωB97M-V with the def2-TZVPD basis set

Positions of all 61 atoms, in Å:
O: 1.06610 1.03682 -0.46105
C: 0.95866 1.46831 -1.64146
C: 0.98116 3.00552 -1.63801
C: 0.64916 3.70020 -0.49033
H: 0.39750 3.14270 0.41149
C: 0.63537 5.09748 -0.49856
H: 0.36064 5.63014 0.40681
C: 0.97523 5.79363 -1.65314
H: 0.96916 6.88038 -1.66163
C: 1.33117 5.08483 -2.80632
H: 1.60733 5.61946 -3.71082
C: 1.33169 3.69464 -2.79964
H: 1.60103 3.13594 -3.69500
H: 1.85744 1.13552 -2.19968
C: -0.02125 -0.55032 -2.80576
C: -0.22486 0.88048 -2.43162
H: -0.63868 -0.84547 -3.64876
H: -0.27856 -1.20496 -1.95055
H: 1.02429 -0.71742 -3.01335
C: -1.36729 1.63048 -2.64370
C: -2.62984 1.14406 -3.29449
H: -1.36318 2.66387 -2.29653
H: -2.85008 1.72381 -4.18117
H: -3.47345 1.25339 -2.60136
H: -2.55757 0.08895 -3.56468
Cd: -0.44287 0.00073 0.57221
Cl: -1.43967 1.87253 1.61610
Cl: -2.08285 -0.12562 -1.11906
C: -2.83639 -1.17895 1.70645
O: -1.60383 -1.36107 1.75598
N: -3.63337 -1.89971 2.47723
C: -3.18554 -3.15228 3.06311
C: -4.97682 -1.45741 2.76489
H: -3.30943 -0.44580 1.04200
H: -2.13064 -3.29877 2.83062
H: -3.77498 -3.98608 2.65760
H: -3.32984 -3.12416 4.14874
H: -5.10478 -0.43309 2.39642
H: -5.15684 -1.47478 3.84538
H: -5.70942 -2.10796 2.27325
H: 1.43915 -5.02770 -0.39714
H: 3.99527 -4.12588 -0.02710
C: 1.45360 -4.21585 -1.13435
C: 3.70215 -3.27858 -0.65929
N: 2.27098 -3.11656 -0.64850
H: 0.43748 -3.86549 -1.31466
C: 1.71662 -1.96404 -0.26583
O: 0.47381 -1.88335 -0.17168
H: 4.16620 -2.36044 -0.27542
H: 2.40097 -1.12479 -0.08542
H: 1.87663 -4.59440 -2.07134
H: 4.05506 -3.46341 -1.68213
N: 3.94856 0.25382 3.89520
N: 2.64201 0.13178 3.47045
N: 1.59969 -0.06337 4.35254
C: 0.56721 -0.12824 3.50549
N: 0.96057 0.00082 2.25770
N: 2.29074 0.18261 2.17777
H: 4.68121 0.38840 3.21890
H: 4.15987 0.20144 4.87828
H: -0.46168 -0.26680 3.81490

## Properties
- Max |F|: 5.90 eV/Å
- 2S+1: 1
- E_LUMO: 2.4 eV
- HOMO-LUMO gap: 0.187 Eh
- Calculated total energy: -65332.674 eV
- Charge: -1

***

Molecular formula: C5H11NO
Method: DFT, ωB97M-V with the def2-TZVPD basis set

Positions of all 18 atoms, in Å:
C: 1.00645 -1.14673 0.68407
N: -1.66812 0.30196 1.25130
C: -1.17580 -0.05099 -0.03073
C: -0.14837 -0.97864 -0.26869
C: 0.10832 -1.55737 -1.55647
C: -0.22303 -1.07995 -2.79625
H: 0.90712 -0.60491 1.63248
H: 1.22349 -2.20263 0.87866
H: 1.97495 -0.72709 0.32261
H: -1.11524 0.50174 2.07104
H: -2.60235 0.00937 1.52043
H: -1.53138 0.55216 -0.84033
H: 0.70358 -2.46933 -1.42572
H: -0.68494 -0.10589 -2.85681
H: 0.16467 -1.59174 -3.67600
H: 1.52624 4.03429 1.16807
H: 0.52097 3.77326 2.31472
O: 1.01345 3.34251 1.60762

## Properties
- Energy relative to the best compared isomer or geometry (same formula, charge and spin): 219.5 kJ/mol
- Max |F|: 1.23 eV/Å
- 2S+1: 2
- E_LUMO (alpha / beta): 3.2 / 3.1 eV
- HOMO-LUMO gap (alpha / beta): 0.097 / 0.184 Eh
- <S²>: 0.766
- Calculated total energy: -8897.887 eV
- Charge: -1

***

Molecular formula: C9H8Cl3N13SSiZr
Method: DFT, ωB97M-V with the def2-TZVPD basis set

Positions of all 36 atoms, in Å:
Zr: 1.12149 -0.16574 0.39440
N: 2.88775 -2.18036 -3.71913
C: 2.10537 -2.07424 -2.62858
S: 2.61780 -3.19813 -1.35440
N: 1.09289 -1.28032 -2.73041
N: 0.32172 -1.02539 -1.64777
C: -0.93468 -0.88638 -1.84897
C: -1.79938 -0.61391 -0.71473
C: -3.16817 -0.46517 -0.87343
C: -3.94686 -0.24244 0.24718
C: -3.33547 -0.18139 1.49199
C: -1.95994 -0.31495 1.56977
N: -1.20202 -0.52085 0.48881
H: 3.72822 -2.72594 -3.68717
H: 2.75336 -1.51976 -4.46496
H: -1.35089 -0.98909 -2.84554
H: -3.60308 -0.52359 -1.86179
H: -5.01718 -0.11746 0.15387
H: -3.90874 -0.01375 2.39197
H: -1.43953 -0.24412 2.51695
N: 0.89250 3.23715 1.63159
C: 0.56544 3.02104 0.31387
N: 0.38371 3.96257 -0.58678
N: 0.05349 3.29733 -1.71138
N: 0.04128 2.03302 -1.50919
N: 0.36436 1.79992 -0.20671
C: 0.80367 2.23526 2.56259
N: 0.62594 2.41951 3.85278
N: 0.59698 1.17758 4.37491
N: 0.71525 0.28494 3.46657
N: 0.88670 0.92409 2.26755
H: 0.83823 4.18396 1.96910
Cl: 1.39038 -4.86985 1.15395
Si: 1.20448 -2.99748 0.33916
Cl: 3.18005 0.42836 -0.61843
Cl: 2.49489 -1.85440 1.82238

## Properties
- Max |F|: 0.55 eV/Å
- 2S+1: 1
- E_LUMO: -1.8 eV
- HOMO-LUMO gap: 0.254 Eh
- Calculated total energy: -86399.600 eV
- Charge: 0

***

Molecular formula: C2H3LaO3
Method: DFT, ωB97M-V with the def2-TZVPD basis set

Positions of all 9 atoms, in Å:
O: -3.77141 1.24811 0.09994
C: -2.63571 0.81027 0.05658
O: -2.10054 0.04909 0.94540
C: 2.62035 -0.48975 -0.54180
O: 2.11766 -0.81509 0.52601
La: -0.07556 -1.00139 1.75614
H: 3.71441 -0.38217 -0.61696
H: 2.05216 -0.59292 -1.48187
H: -1.92137 1.17385 -0.74345

## Properties
- Energy relative to the best compared isomer or geometry (same formula, charge and spin): 176.9 kJ/mol
- Max |F|: 7.01 eV/Å
- 2S+1: 1
- E_LUMO: -11.0 eV
- HOMO-LUMO gap: 0.207 Eh
- Calculated total energy: -9104.963 eV
- Charge: +2

***

Molecular formula: C33H46AsBiN6O6S2
Method: DFT, ωB97M-V with the def2-TZVPD basis set

Positions of all 95 atoms, in Å:
Bi: 0.02825 0.54110 -0.47487
C: 1.30155 2.64350 -0.06457
C: 0.23845 2.56390 0.91663
C: 0.68345 1.56620 1.87363
C: 2.01455 1.21680 1.51813
C: 2.41855 1.88280 0.37613
C: 3.83815 1.98050 -0.11997
C: 3.92755 2.72250 -1.45577
C: 4.49475 0.60720 -0.27257
C: 4.59865 2.78400 0.95093
C: 0.09795 1.05040 3.18053
C: 0.04415 2.17580 4.22713
C: -1.29445 0.42860 3.00933
C: 0.99005 -0.05470 3.76863
C: -0.75565 3.72130 0.97253
C: -2.15885 3.37460 1.46993
C: -0.94745 4.37340 -0.40877
C: -0.12995 4.79710 1.88273
H: 1.32505 3.35680 -0.86337
H: 2.63295 0.52810 2.05393
H: 3.33595 2.22120 -2.21987
H: 4.96455 2.75540 -1.78847
H: 3.57715 3.74720 -1.35517
H: 3.96835 0.01250 -1.01417
H: 4.48695 0.05910 0.66443
H: 5.52955 0.72760 -0.58987
H: 4.13215 3.75630 1.09373
H: 5.63505 2.93290 0.65663
H: 4.57725 2.25650 1.90093
H: -0.79125 2.84660 4.05633
H: 0.96765 2.74830 4.21063
H: -0.07255 1.74710 5.22003
H: -1.88445 0.95160 2.26833
H: -1.82965 0.43930 3.95763
H: -1.19055 -0.60670 2.69573
H: 1.93745 0.34770 4.11283
H: 1.18135 -0.84310 3.04563
H: 0.48665 -0.49630 4.62563
H: -2.63445 2.69450 0.76593
H: -2.75985 4.28130 1.50363
H: -2.15545 2.94790 2.46593
H: -1.24445 3.64170 -1.15547
H: -0.05435 4.89510 -0.74117
H: -1.74675 5.10890 -0.34397
H: -0.10215 4.48320 2.91973
H: -0.71335 5.71280 1.81463
H: 0.88825 5.01210 1.56683
C: 2.62555 -3.88730 -4.06187
C: 2.94565 -3.90390 -2.62147
N: 3.49945 -4.86970 -1.96107
N: 3.55915 -4.45130 -0.67077
C: 3.02555 -3.21680 -0.50857
S: 2.83035 -2.37770 0.88863
N: 2.65005 -2.85360 -1.78207
N: 2.06115 -1.63520 -2.09177
H: 2.71095 -4.89200 -4.45957
H: 3.31135 -3.23400 -4.60027
H: 1.61295 -3.50910 -4.21207
H: 3.96405 -5.02790 0.04663
H: 2.70895 -1.06580 -2.63537
H: 1.22945 -1.79570 -2.67457
O: -2.21685 1.84040 -3.80257
As: -2.83075 1.20190 -2.33607
O: -4.13775 2.05680 -1.94777
O: -1.71505 1.48630 -1.07787
C: -3.31965 -0.69170 -2.45767
C: -4.57555 -1.04770 -1.98627
C: -4.93455 -2.38540 -1.93357
C: -4.03915 -3.36730 -2.33317
C: -2.79575 -3.00530 -2.83067
C: -2.45625 -1.66850 -2.89057
S: -0.95365 -1.10750 -3.64577
O: -0.06555 -2.25170 -3.77347
O: -1.33195 -0.47800 -4.88767
O: -0.39005 -0.10840 -2.70257
H: -1.75795 1.15450 -4.31507
H: -5.24865 -0.25220 -1.68327
H: -5.91615 -2.67020 -1.58207
H: -4.31775 -4.40970 -2.27497
H: -2.08395 -3.74160 -3.17167
N: -3.84225 -1.34850 1.28673
C: -3.13615 -0.45600 0.56263
N: -1.94805 -0.89640 0.24563
C: -1.83995 -2.15050 0.79273
C: -0.77465 -3.04120 0.79533
C: -0.94515 -4.22180 1.48653
C: -2.13575 -4.51620 2.15613
C: -3.20495 -3.64250 2.16213
C: -3.04415 -2.45470 1.46463
H: -4.77965 -1.22390 1.63183
H: -3.51615 0.51570 0.29523
H: 0.15005 -2.79250 0.30233
H: -0.13465 -4.93150 1.53063
H: -2.21755 -5.44880 2.69083
H: -4.11545 -3.86670 2.69603

## Properties
- Energy relative to the best compared isomer or geometry (same formula, charge and spin): 88.1 kJ/mol
- Max |F|: 1.11 eV/Å
- 2S+1: 1
- E_LUMO: 0.1 eV
- HOMO-LUMO gap: 0.302 Eh
- Calculated total energy: -144543.032 eV
- Charge: 0

***

Molecular formula: C4H9NOS2
Method: DFT, ωB97M-V with the def2-TZVPD basis set

Positions of all 17 atoms, in Å:
N: 1.27771 -1.08507 1.44365
C: 0.01437 -0.36977 1.57583
C: -1.07843 -1.06821 0.77642
S: -0.79556 -1.15745 -1.01018
C: -1.08775 0.55084 -1.49247
O: -0.07880 1.47415 -1.04004
C: 1.13161 1.35326 -1.59354
S: 2.42368 2.17443 -1.07253
H: 1.61306 -0.98782 0.47736
H: 1.99842 -0.65334 2.04347
H: 0.04684 0.67582 1.29679
H: -0.29425 -0.40051 2.61570
H: -1.13920 -2.11091 1.11190
H: -2.05164 -0.57077 0.94658
H: -2.01668 0.93363 -1.06292
H: -1.13866 0.58944 -2.59095
H: 1.17528 0.65230 -2.42508

## Properties
- Energy relative to the best compared isomer or geometry (same formula, charge and spin): 124.8 kJ/mol
- Max |F|: 0.83 eV/Å
- 2S+1: 1
- E_LUMO: 0.2 eV
- HOMO-LUMO gap: 0.335 Eh
- Calculated total energy: -29501.190 eV
- Charge: 0